(1)
ORCA calculation (wB97M-V/def2-TZVPD) on an isolated ion of composition C4H11N2O and charge -1 at a distorted geometry.

```
18
Properties=species:S:1:pos:R:3:nbo_charge:R:1
N -0.73280 1.07806 -1.28788 -0.884
H 1.00801 1.69441 -0.25251 0.170
H -1.35846 -2.12153 1.85561 0.344
H 1.51120 -0.94405 -1.62481 0.059
C -1.11463 -0.10376 1.35468 -0.212
O 1.49942 0.71704 -2.80031 -0.937
H -0.33826 -1.26068 2.85082 0.340
C 1.62636 0.16719 -1.60982 0.007
H -0.49816 1.62118 -2.11030 0.387
H 0.08814 -1.21107 -0.07441 0.191
H -1.29004 0.28265 -1.55708 0.340
C 0.12438 -0.27751 0.50303 -0.439
H -2.07690 -0.09475 0.84625 0.188
H 0.99839 -0.43277 1.14800 0.189
H -1.20611 0.79245 1.97118 0.181
N -1.19516 -1.24209 2.32148 -0.860
H 2.50486 0.53580 -1.01641 0.049
C 0.44975 0.79943 -0.51753 -0.113
```

Properties
HOMO-LUMO gap: 6.12 eV
SMILES: NCC[C@H](N)C[O-]
energy above the lowest of the compared OMol25 structures with the same formula, charge and spin: 33.76 kcal/mol
total charge: -1
E_tot: -9353.026 eV
HOMO level: -0.0787 Eh

***

(2)
ORCA calculation (wB97M-V/def2-TZVPD) on an isolated ion of composition C4H11N2O and charge -1.

```
18
Properties=species:S:1:pos:R:3:nbo_charge:R:1
C -0.68995 -0.56276 -0.95910 -0.222
H -0.08767 1.26313 -1.91822 0.172
H 0.04677 -2.15008 1.14611 0.153
H -1.81412 1.07493 -1.76556 0.191
H -1.47221 -0.89666 -0.26897 0.172
C 0.59790 -1.21382 1.00146 -0.048
H -1.59092 1.30171 0.75174 0.050
H 0.05421 -0.46886 1.59669 0.169
H 2.48066 -1.88900 0.89683 0.344
H 1.20582 -0.07055 -0.53513 0.351
H 2.35566 -0.46574 1.63427 0.343
N 0.63159 -0.89843 -0.40965 -0.663
H -0.85170 -1.14569 -1.87360 0.165
N 1.92573 -1.38701 1.58178 -0.837
O -1.16947 3.09840 -0.20498 -0.942
H 0.13353 1.66400 0.52381 0.036
C -0.88519 1.82197 0.03287 0.013
C -0.87064 0.92448 -1.23033 -0.445
```

Properties
HOMO-LUMO gap: 6.39 eV
SMILES: NCNCCC[O-]
energy above the lowest of the compared OMol25 structures with the same formula, charge and spin: 24.97 kcal/mol
total charge: -1
E_tot: -9353.407 eV
HOMO level: -0.0857 Eh

***

(3)
ORCA calculation (wB97M-V/def2-TZVPD) on a 2-piece molecular cluster, C4H11N2O overall at a distorted geometry.

```
18
Properties=species:S:1:pos:R:3:nbo_charge:R:1
H 0.49753 1.12208 -0.81704 0.270
H 3.51956 -1.22295 1.35470 0.451
H -2.45388 2.44176 0.44834 0.301
O 2.72842 -1.06808 1.87561 -0.829
H -2.74893 -0.23632 -1.52006 0.284
H -1.43898 0.19749 -2.53780 0.264
H -0.86457 2.28662 -1.57618 0.199
H 1.15332 -0.13382 1.25883 0.052
C -0.53556 1.41569 -1.01841 -0.130
C -1.51605 0.84449 -0.15856 -0.076
H -1.03983 0.35830 0.70007 0.236
H -1.24851 -0.98127 -1.25891 0.254
C -1.68163 -0.00652 -1.48970 -0.650
C 1.53589 -1.12651 0.93460 0.096
N 1.85464 -1.26992 -0.40377 -1.124
H 1.02174 -1.88352 1.55131 0.097
H 0.98773 -1.59142 -0.84616 0.289
N -2.70672 1.48521 0.20828 -0.985
```

Properties
HOMO-LUMO gap: 5.01 eV
energy above the lowest of the compared OMol25 structures with the same formula, charge and spin: 158.69 kcal/mol
total charge: -1
E_tot: -9347.609 eV
HOMO level: -0.0789 Eh

***

(4)
ORCA calculation (wB97M-V/def2-TZVPD) on an isolated ion of composition C4H11N2O and charge -1 at a distorted geometry.

```
18
Properties=species:S:1:pos:R:3:nbo_charge:R:1
H 2.57908 -0.33349 -1.31938 0.357
H 0.36930 0.12840 1.49637 0.355
H -2.48382 -2.06181 -0.36815 0.075
H -2.52605 0.54612 0.11669 0.161
H 0.03087 0.81528 -1.16466 0.173
N 0.53791 1.00103 1.02897 -0.661
H -0.70965 2.03154 -0.16150 0.162
H 2.67572 0.56122 1.41914 0.151
C -1.68985 -1.53067 0.13009 0.007
N 2.08830 -0.31396 -0.37160 -0.932
C -0.48511 0.95840 -0.10922 -0.258
C 2.04512 0.83686 0.48996 -0.035
H 2.33755 1.76726 -0.00074 0.160
H -1.91745 -0.06291 -1.55987 0.182
C -1.76405 0.01491 -0.41406 -0.441
H -1.91448 -1.48181 1.12626 0.082
H 1.29254 -0.89895 -0.27494 0.438
O -0.46591 -1.97740 -0.06336 -0.977
```

Properties
HOMO-LUMO gap: 6.78 eV
SMILES: NCNCCC[O-]
energy above the lowest of the compared OMol25 structures with the same formula, charge and spin: 67.74 kcal/mol
total charge: -1
E_tot: -9351.552 eV
HOMO level: -0.0922 Eh

***

(5)
ORCA calculation (wB97M-V/def2-TZVPD) on an isolated ion of composition C4H11N2O and charge -1 at a distorted geometry.

```
18
Properties=species:S:1:pos:R:3:nbo_charge:R:1
N -0.95408 -1.27600 0.55155 -0.675
H -2.87700 -2.07407 0.27156 0.068
H 1.50231 -0.82177 0.20146 0.185
C 1.12426 0.10013 0.65930 -0.234
H -0.88782 0.75774 0.39855 0.202
C 1.89490 0.90586 -1.51725 -0.411
C -0.34661 0.00957 0.96746 -0.280
H -0.71240 -1.35921 -0.42423 0.328
O -2.76679 -0.19888 -0.53346 -0.953
C -2.43692 -1.05595 0.42410 0.128
H 1.74366 0.06795 1.56228 0.170
H 1.64442 1.71990 -2.20257 0.188
H 1.27682 0.06972 -1.88462 0.173
H -0.71476 0.22707 1.97749 0.178
H 0.77586 1.91544 -0.21343 0.355
H -2.74368 -0.82302 1.48691 0.047
H 2.93732 0.57927 -1.58338 0.170
N 1.54050 1.25625 -0.14172 -0.639
```

Properties
HOMO-LUMO gap: 6.40 eV
SMILES: CNCCNC[O-]
energy above the lowest of the compared OMol25 structures with the same formula, charge and spin: 36.08 kcal/mol
total charge: -1
E_tot: -9352.925 eV
HOMO level: -0.0914 Eh

***

(6)
ORCA calculation (wB97M-V/def2-TZVPD) on an isolated ion of composition C4H11N2O and charge -1.

```
18
Properties=species:S:1:pos:R:3:nbo_charge:R:1
N 2.57219 0.94819 0.93732 -0.838
H 0.66956 1.43317 0.18452 0.170
C 1.31121 0.56528 0.31892 -0.066
H 2.38050 1.55420 1.73031 0.336
H -0.72046 -2.02046 0.93979 0.175
H -0.80091 -0.41145 -2.21595 0.048
H 2.96156 0.09575 1.32682 0.350
H -0.74078 1.21077 -1.49426 0.072
H 1.51160 0.20230 -0.68987 0.176
H -1.70834 0.37866 0.55017 0.166
C -1.56794 -0.39035 -0.22024 -0.471
C -1.40256 0.31661 -1.59799 -0.001
H 0.22399 -0.15754 1.89325 0.334
H -2.50887 -0.93990 -0.30238 0.211
O -2.58377 0.66752 -2.13204 -0.961
H 0.14545 -1.72337 -0.53963 0.175
N 0.65823 -0.50489 1.03851 -0.657
C -0.40068 -1.22450 0.27275 -0.219
```

Properties
HOMO-LUMO gap: 6.04 eV
SMILES: NCNCCC[O-]
energy above the lowest of the compared OMol25 structures with the same formula, charge and spin: 29.13 kcal/mol
total charge: -1
E_tot: -9353.227 eV
HOMO level: -0.0793 Eh

***

(7)
ORCA calculation (wB97M-V/def2-TZVPD) on a 2-piece molecular cluster, C4H11N2O overall.

```
18
Properties=species:S:1:pos:R:3:nbo_charge:R:1
C -0.87170 1.62310 -1.69299 0.112
C 0.49586 -1.13148 1.55948 -0.721
H 2.56986 -0.21296 2.84509 0.409
C -1.89072 -0.57067 -1.71015 -0.430
O 1.30357 0.62625 0.12070 -0.693
H -2.65915 -0.11098 -2.32282 0.231
H -1.70293 1.96981 -2.29960 0.210
H -2.31173 -0.93969 -0.77858 0.238
N 2.30345 0.39119 2.10634 -0.759
H 0.49486 -1.94084 0.83279 0.246
H -0.50985 -0.70793 1.60534 0.240
C 1.41589 0.00401 1.18849 0.702
H 0.03136 0.10136 -0.81256 0.474
H -1.42134 -1.39639 -2.24054 0.243
N -0.83703 0.39571 -1.38798 -0.402
H 0.74191 -1.52351 2.54252 0.241
H -0.06330 2.28615 -1.42131 0.243
H 2.91099 1.13687 1.86577 0.416
```

Properties
HOMO-LUMO gap: 10.27 eV
energy above the lowest of the compared OMol25 structures with the same formula, charge and spin: 18.35 kcal/mol
total charge: +1
E_tot: -9348.061 eV
HOMO level: -0.5276 Eh

***

(8)
ORCA calculation (wB97M-V/def2-TZVPD) on a 2-piece molecular cluster, C4H11N2O overall at a distorted geometry.

```
18
Properties=species:S:1:pos:R:3:nbo_charge:R:1
O 0.93026 -0.71548 -0.83115 -0.722
N -0.29888 -0.70800 2.09147 -0.695
H -2.49226 0.15708 -1.58891 0.230
H -3.48656 0.61947 -0.10730 0.243
H 3.95974 0.84397 -0.66199 0.240
C 2.04831 -0.10246 -0.43631 0.086
H 0.63410 -0.57978 1.88295 0.408
N -1.28326 0.37233 0.18773 -0.532
H -2.22183 -0.58476 1.81932 0.210
C 3.09253 0.37907 -1.13031 -0.461
C -2.48649 0.67416 -0.61178 -0.444
H -0.49706 0.15308 -0.42505 0.440
H 2.22672 0.11284 0.68336 0.173
H -0.41311 -1.50487 2.75281 0.443
H 0.76495 -0.76758 -1.79786 0.517
H -2.43363 1.79884 -0.84453 0.238
H 3.21689 0.17143 -2.29565 0.212
C -1.26044 -0.31933 1.31322 0.415
```

Properties
HOMO-LUMO gap: 9.64 eV
energy above the lowest of the compared OMol25 structures with the same formula, charge and spin: 67.24 kcal/mol
total charge: +1
E_tot: -9345.941 eV
HOMO level: -0.4776 Eh

***

(9)
ORCA calculation (wB97M-V/def2-TZVPD) on a 3-piece molecular cluster, C4H11N2O overall at a distorted geometry.

```
18
Properties=species:S:1:pos:R:3:nbo_charge:R:1
N 11.90270 1.18037 0.45183 -0.840
C -8.83107 0.49765 -0.78055 0.915
H -10.38478 -0.26151 1.32459 0.420
C 11.30771 -0.85905 -0.67924 -0.571
H 11.54191 1.69582 -0.36679 0.393
N -10.59557 0.41737 0.49554 -0.985
H 12.27173 1.71222 1.24979 0.397
H -11.46218 0.04964 0.02050 0.422
C 11.87413 -0.21649 0.38246 0.028
H -10.87901 1.30599 0.81060 0.411
C -8.30584 -0.60312 -0.14432 -0.832
H 11.51412 -1.90089 -1.00925 0.214
H 12.48370 -0.83541 1.12249 0.192
H -7.40518 -1.04722 -0.75864 0.317
H -7.87705 -0.55594 0.87722 0.324
H -9.04358 -1.37165 -0.22218 0.294
H 10.45761 -0.33878 -1.05441 0.185
O -8.56935 1.13099 -1.71964 -0.286
```

Properties
HOMO-LUMO gap: 3.17 eV
energy above the lowest of the compared OMol25 structures with the same formula, charge and spin: 111.35 kcal/mol
total charge: +1
E_tot: -9344.028 eV
HOMO level: -0.3153 Eh

***

(10)
ORCA calculation (wB97M-V/def2-TZVPD) on an isolated ion of composition C4H11N2O and charge +1 at a distorted geometry.

```
18
Properties=species:S:1:pos:R:3:nbo_charge:R:1
H 0.42984 1.96981 0.10314 0.440
H -0.87050 1.71484 -2.31944 0.255
C -0.74460 -0.11342 -1.07151 0.063
H -2.43844 -0.45174 -0.14817 0.494
H 1.54226 -1.45816 2.45803 0.238
H -0.20847 -0.52751 -1.96603 0.217
H 1.27745 1.10291 1.34138 0.421
C 0.39490 -0.03103 0.05967 0.552
N 0.90366 -1.17951 0.38254 -0.519
C 1.86740 -1.30979 1.40840 -0.499
H 0.51396 -2.14934 0.14317 0.470
O -1.67789 -1.02076 -0.56921 -0.697
H 2.74452 -0.66466 1.44956 0.239
C -1.46673 1.22412 -1.46104 -0.708
H -2.28602 0.96039 -2.11685 0.269
N 0.85833 1.11649 0.42078 -0.718
H 2.43693 -2.29759 1.22868 0.251
H -1.73710 1.94836 -0.58919 0.233
```

Properties
HOMO-LUMO gap: 11.63 eV
SMILES: C/[NH+]=C(\N)[C@H](C)O
energy above the lowest of the compared OMol25 structures with the same formula, charge and spin: 46.35 kcal/mol
total charge: +1
E_tot: -9346.847 eV
HOMO level: -0.5477 Eh

***

(11)
ORCA calculation (wB97M-V/def2-TZVPD) on a 2-piece molecular cluster, C4H11N2O overall at a distorted geometry.

```
18
Properties=species:S:1:pos:R:3:nbo_charge:R:1
H -1.60416 1.78359 0.51455 0.248
H -2.24037 -1.66455 -0.85205 0.241
C -1.15797 -0.22714 0.40628 0.057
H 1.55122 -1.99759 1.35404 0.378
H 1.23724 1.49125 -2.15093 0.438
N 2.18462 -1.35107 0.88840 -0.493
O 1.64123 -0.01684 0.60354 -0.364
H -0.09588 1.23145 1.58179 0.269
H 0.05354 1.49761 -0.47354 0.448
H -2.41894 0.01752 -1.24956 0.234
N 0.97056 1.32264 -1.21031 -0.697
H -3.34485 -0.61203 0.11105 0.270
C -0.79211 1.06602 0.74332 -0.656
C -2.34181 -0.65056 -0.46668 -0.686
H 2.84414 -0.98273 1.64984 0.383
C 1.61147 0.29726 -0.72146 0.526
H -0.41520 -0.93383 0.70405 0.176
H 2.31727 -0.27102 -1.43233 0.225
```

Properties
HOMO-LUMO gap: 9.92 eV
energy above the lowest of the compared OMol25 structures with the same formula, charge and spin: 135.55 kcal/mol
total charge: +1
E_tot: -9342.979 eV
HOMO level: -0.5228 Eh

***

(12)
ORCA calculation (wB97M-V/def2-TZVPD) on an isolated ion of composition C4H11N2O and charge +1 at a distorted geometry.

```
18
Properties=species:S:1:pos:R:3:nbo_charge:R:1
H 1.25440 0.82798 -0.87755 0.436
H -1.58739 -0.57435 0.08782 0.221
H 0.00649 -0.34431 -2.46157 0.210
H -1.05191 -1.96728 -0.60288 0.248
H 1.07560 1.12431 0.80857 0.452
H -0.16059 1.33543 -0.26038 0.474
C 0.51450 -0.68958 0.29002 -0.151
C -0.95949 -0.16377 -1.80363 -0.236
C 0.71520 -0.86227 1.85699 0.432
C -0.78789 -0.86809 -0.43254 -0.447
H -1.18823 1.71716 -2.57952 0.400
H 0.46412 -1.80707 2.30977 0.178
O 1.25454 0.05905 2.45654 -0.481
H -2.04245 1.76953 -1.47073 0.402
N -1.11752 1.34942 -1.61332 -0.918
N 0.68607 0.77589 -0.04523 -0.718
H 1.26928 -1.36381 -0.23492 0.254
H -1.94936 -0.56497 -2.22602 0.245
```

Properties
HOMO-LUMO gap: 11.11 eV
SMILES: NCC[C@@H]([NH3+])C=O
energy above the lowest of the compared OMol25 structures with the same formula, charge and spin: 75.40 kcal/mol
total charge: +1
E_tot: -9345.587 eV
HOMO level: -0.5434 Eh